Formula: C4H8OS2
Source: OMol25
Level of theory: ωB97M-V/def2-TZVPD

Output
HOMO level (spin up / spin down) = -13.7006 / -13.6935 eV
Energy above the lowest of the compared OMol25 structures with the same formula, charge and spin = 0.9562 eV
Net charge = +1
Molar mass = 136.24 g/mol
⟨S²⟩ = 0.7556
2S+1 = 2

```
15
C4H8OS2 (ωB97M-V/def2-TZVPD)
S 1.19151 -1.02934 0.80564
S 1.07337 -1.16825 -1.18711
O -2.85487 2.22704 0.22683
C 1.70567 0.32715 -1.92643
C -0.47264 -0.26670 1.37518
C -1.97083 1.69541 0.96662
C -1.44269 0.43389 0.44992
H -0.94919 -1.02352 1.94666
H -1.76078 2.09766 1.99320
H 2.66019 0.32826 -2.28820
H 1.75293 1.21242 -1.30889
H -2.26901 -0.15257 0.01143
H 1.35224 0.80981 -2.81305
H -1.02413 0.46418 -0.58153
H -0.07855 0.47027 2.13739
```

These are the Mulliken partial charges, in e, on atoms 1 to 6:
1. S 0.1091
2. S 0.2567
3. O -0.4588
4. C -0.9670
5. C -0.6107
6. C -0.1964